{
  "formula": "C52H45AsN9O2PbSbSe4",
  "method": "the ωB97M-V functional and the def2-TZVPD basis",
  "elements": ["Pb", "C", "N", "C", "N", "C", "N", "C", "C", "C", "C", "C", "C", "C", "N", "N", "C", "O", "C", "C", "C", "C", "C", "C", "N", "C", "N", "C", "N", "C", "H", "H", "H", "H", "H", "H", "H", "H", "H", "H", "H", "H", "H", "H", "H", "H", "Se", "Sb", "Se", "Se", "Se", "C", "C", "C", "C", "C", "C", "As", "C", "C", "C", "C", "C", "C", "C", "C", "C", "C", "C", "C", "H", "H", "H", "H", "H", "H", "H", "H", "H", "H", "H", "H", "H", "C", "C", "O", "H", "H", "H", "H", "H", "H", "C", "C", "C", "C", "C", "C", "N", "C", "C", "C", "C", "C", "C", "H", "H", "H", "H", "H", "H", "H", "H", "H", "H"],
  "xyz": [[0.456, 2.672, -0.242], [-2.256, -3.662, 1.483], [-1.845, -2.301, 1.668], [-1.223, -1.500, 0.792], [-1.068, -0.304, 1.313], [-1.616, -0.421, 2.538], [-2.098, -1.615, 2.791], [-1.126, -4.534, 0.995], [-1.370, -5.553, 0.081], [-0.358, -6.435, -0.268], [0.905, -6.310, 0.269], [1.177, -5.247, 1.137], [0.154, -4.363, 1.491], [2.494, -5.059, 1.685], [3.374, -5.979, 1.983], [4.438, -5.361, 2.507], [4.191, -4.077, 2.496], [2.953, -3.817, 1.996], [5.080, -3.008, 2.875], [6.063, -3.222, 3.847], [6.930, -2.201, 4.173], [6.836, -0.966, 3.547], [5.866, -0.741, 2.576], [5.749, 0.607, 1.903], [4.417, 1.127, 2.026], [3.487, 1.272, 1.080], [2.381, 1.745, 1.615], [2.688, 1.873, 2.919], [3.912, 1.505, 3.209], [4.993, -1.764, 2.242], [-3.089, -3.686, 0.770], [-2.619, -4.007, 2.458], [-0.872, -1.825, -0.166], [-1.659, 0.385, 3.242], [-2.357, -5.669, -0.342], [-0.574, -7.229, -0.967], [1.696, -7.000, 0.019], [0.364, -3.563, 2.186], [6.112, -4.184, 4.333], [7.689, -2.362, 4.925], [7.523, -0.174, 3.807], [5.977, 0.533, 0.835], [6.446, 1.311, 2.366], [3.635, 1.046, 0.046], [1.991, 2.226, 3.650], [4.253, -1.611, 1.468], [4.520, 3.660, -1.197], [1.375, 5.918, -2.082], [2.641, 4.437, -0.199], [-0.936, 4.799, -1.272], [1.351, 8.110, -1.018], [-5.990, 3.961, -2.573], [-5.527, 4.255, -1.302], [-4.520, 3.492, -0.743], [-3.966, 2.426, -1.441], [-4.416, 2.157, -2.726], [-5.428, 2.918, -3.286], [-2.553, 1.407, -0.517], [-2.826, -0.244, -1.508], [-2.242, -0.600, -2.712], [-2.562, -1.810, -3.310], [-3.463, -2.669, -2.700], [-4.041, -2.331, -1.490], [-3.727, -1.120, -0.882], [-4.249, -0.642, 0.392], [-5.090, -1.348, 1.245], [-5.479, -0.792, 2.449], [-5.037, 0.470, 2.811], [-4.200, 1.182, 1.969], [-3.804, 0.635, 0.762], [-6.782, 4.550, -3.013], [-5.950, 5.083, -0.751], [-4.142, 3.725, 0.246], [-3.975, 1.352, -3.301], [-5.780, 2.696, -4.285], [-1.535, 0.072, -3.181], [-2.114, -2.083, -4.255], [-3.721, -3.607, -3.174], [-4.749, -3.009, -1.030], [-5.438, -2.339, 0.978], [-6.121, -1.353, 3.115], [-5.333, 0.888, 3.764], [-3.820, 2.155, 2.253], [-0.024, 5.238, 2.618], [-1.248, 4.369, 2.891], [-1.700, 3.648, 1.767], [0.205, 5.857, 3.484], [-0.205, 5.895, 1.768], [0.847, 4.623, 2.397], [-2.064, 5.008, 3.271], [-1.023, 3.614, 3.652], [-1.773, 4.276, 1.025], [1.687, -2.727, -1.647], [1.500, -2.198, -2.916], [1.303, -0.849, -3.111], [1.252, 0.050, -2.024], [1.406, -0.517, -0.746], [1.642, -1.862, -0.566], [0.995, 1.376, -2.175], [1.323, 1.991, -3.375], [0.447, 2.901, -3.976], [0.802, 3.561, -5.138], [2.027, 3.321, -5.740], [2.905, 2.423, -5.152], [2.567, 1.772, -3.985], [1.847, -3.788, -1.503], [1.504, -2.862, -3.771], [1.165, -0.464, -4.113], [1.328, 0.119, 0.119], [1.785, -2.244, 0.437], [-0.516, 3.084, -3.516], [0.105, 4.258, -5.587], [2.297, 3.832, -6.656], [3.870, 2.238, -5.607], [3.275, 1.101, -3.518]],
  "nbo_charge": [1.1149, -0.2263, -0.2188, 0.2393, -0.4971, 0.1487, -0.3066, -0.0274, -0.1857, -0.2102, -0.1866, -0.0353, -0.1955, 0.4356, -0.2918, -0.2942, 0.4593, -0.4000, -0.1341, -0.1835, -0.2102, -0.2213, 0.0695, -0.2513, -0.1935, 0.2199, -0.5215, 0.1508, -0.3155, -0.1352, 0.2155, 0.2377, 0.2305, 0.2056, 0.2106, 0.2104, 0.2271, 0.2358, 0.2246, 0.2079, 0.2118, 0.2415, 0.2202, 0.2527, 0.1930, 0.2247, -0.7022, 0.8217, -0.4520, -1.0600, -0.9098, -0.2308, -0.1980, -0.2374, -0.1988, -0.2468, -0.2162, 1.0373, -0.3355, -0.2102, -0.2022, -0.2232, -0.2483, -0.0033, -0.0029, -0.2381, -0.2123, -0.2330, -0.1625, -0.3417, 0.1973, 0.2022, 0.2141, 0.2122, 0.1991, 0.2425, 0.2120, 0.2002, 0.1959, 0.1956, 0.1998, 0.2030, 0.2273, -0.6428, -0.0494, -0.7665, 0.1986, 0.2478, 0.2185, 0.1424, 0.1552, 0.5101, -0.3358, -0.2052, -0.2945, 0.1710, -0.2571, -0.1762, -0.8225, 0.2438, -0.2777, -0.2121, -0.2531, -0.2148, -0.2504, 0.1906, 0.1913, 0.2161, 0.2103, 0.1823, 0.2382, 0.2007, 0.1899, 0.1938, 0.2164],
  "e_lumo_ev": 3.100,
  "charge": -2,
  "gap_ev": 4.22,
  "e_tot_ha": -14926.62907
}

{
  "formula": "C4H9NOS",
  "method": "the ωB97M-V functional and the def2-TZVPD basis",
  "elements": ["C", "C", "C", "C", "N", "O", "S", "H", "H", "H", "H", "H", "H", "H", "H", "H"],
  "xyz": [[0.564, 1.056, -0.311], [-1.196, 1.379, -0.565], [1.645, 0.128, -0.221], [1.511, -1.407, -0.214], [-1.633, -0.318, 1.615], [-1.940, -1.165, -0.852], [-2.181, -0.058, -0.003], [1.099, 1.950, -0.456], [-0.699, -0.713, 1.785], [-1.407, 2.292, -0.201], [-1.319, 1.512, -1.712], [2.694, 0.351, -0.410], [0.569, -1.923, 0.245], [2.323, -1.731, 0.297], [1.649, -1.823, -1.219], [-1.681, 0.471, 2.221]],
  "nbo_charge": [-0.2301, -0.6301, -0.1832, -0.6600, -1.0578, -0.9475, 1.4432, 0.1799, 0.3842, 0.2155, 0.2505, 0.2087, 0.2157, 0.2010, 0.2261, 0.3840],
  "e_lumo_ev": 0.738,
  "charge": 0,
  "gap_ev": 9.56,
  "e_tot_ha": -685.83278
}

{
  "formula": "C26H23ClGeN2O8PdSSe",
  "method": "the ωB97M-V functional and the def2-TZVPD basis",
  "elements": ["Pd", "C", "N", "C", "Se", "N", "C", "C", "C", "C", "C", "C", "H", "H", "H", "H", "H", "H", "H", "H", "C", "C", "C", "C", "C", "C", "Ge", "C", "C", "C", "C", "C", "C", "C", "C", "C", "C", "C", "C", "H", "H", "H", "H", "H", "H", "H", "H", "H", "H", "H", "H", "H", "H", "H", "O", "S", "O", "O", "O", "O", "Cl", "O", "O", "O"],
  "xyz": [[0.110, 0.007, 0.961], [4.178, -2.359, -2.022], [4.341, -1.105, -1.306], [3.459, -0.102, -1.239], [1.776, -0.073, -2.073], [3.939, 0.855, -0.446], [5.183, 0.468, 0.040], [6.076, 1.086, 0.904], [7.244, 0.400, 1.172], [7.513, -0.852, 0.602], [6.621, -1.466, -0.256], [5.447, -0.775, -0.520], [3.156, -2.431, -2.388], [4.362, -3.185, -1.338], [4.870, -2.408, -2.861], [3.397, 1.685, -0.211], [5.868, 2.052, 1.343], [7.973, 0.841, 1.837], [8.442, -1.350, 0.842], [6.829, -2.433, -0.692], [-1.832, -1.837, -3.976], [-2.064, -2.586, -2.831], [-2.308, -1.948, -1.624], [-2.326, -0.554, -1.555], [-2.088, 0.192, -2.715], [-1.838, -0.449, -3.918], [-2.648, 0.425, 0.060], [-2.808, -0.494, 1.728], [-3.425, -1.746, 1.747], [-3.662, -2.377, 2.960], [-3.276, -1.768, 4.144], [-2.661, -0.523, 4.129], [-2.433, 0.122, 2.925], [-3.471, 2.138, -0.117], [-3.345, 3.102, 0.884], [-4.022, 4.304, 0.771], [-4.846, 4.538, -0.321], [-4.995, 3.574, -1.307], [-4.308, 2.373, -1.208], [-1.647, -2.337, -4.918], [-2.053, -3.667, -2.878], [-2.452, -2.544, -0.734], [-2.080, 1.274, -2.673], [-1.653, 0.134, -4.811], [-3.734, -2.231, 0.830], [-4.146, -3.344, 2.977], [-3.456, -2.266, 5.088], [-2.361, -0.053, 5.056], [-1.947, 1.090, 2.921], [-2.707, 2.934, 1.741], [-3.905, 5.060, 1.536], [-5.378, 5.477, -0.402], [-5.645, 3.755, -2.152], [-4.430, 1.627, -1.985], [-0.412, 3.708, 0.190], [0.272, 2.475, 0.302], [0.185, 1.856, 1.708], [-0.504, 1.287, -0.427], [1.624, 2.423, -0.208], [2.209, -2.324, 1.005], [0.840, -2.465, 1.358], [0.473, -3.777, 1.682], [0.492, -1.500, 2.435], [-0.014, -1.937, 0.236]],
  "lowdin_spin": [0.0141, 0.0178, 0.0184, 0.0693, 0.7583, 0.0139, 0.0057, 0.0010, 0.0039, 0.0035, 0.0017, 0.0046, 0.0166, 0.0001, 0.0007, 0.0010, -0.0001, 0.0002, 0.0001, 0.0000, 0.0005, 0.0003, -0.0001, 0.0002, -0.0004, 0.0000, -0.0001, 0.0001, 0.0000, 0.0001, 0.0000, 0.0000, 0.0001, 0.0002, 0.0001, 0.0000, 0.0000, 0.0000, 0.0000, 0.0000, 0.0000, 0.0000, 0.0000, 0.0000, 0.0000, 0.0000, 0.0000, 0.0000, 0.0000, 0.0000, 0.0000, 0.0000, 0.0000, 0.0000, 0.0008, 0.0072, 0.0005, 0.0283, 0.0310, -0.0004, -0.0001, 0.0001, -0.0003, 0.0013],
  "e_lumo_ev": [-4.052, -5.685],
  "charge": 1,
  "gap_ev": [7.76, 6.02],
  "e_tot_ha": -7180.10330,
  "spin_multiplicity": 2
}

{
  "formula": "C25H35NO7S2SiV",
  "method": "the ωB97M-V functional and the def2-TZVPD basis",
  "elements": ["V", "O", "C", "O", "C", "C", "C", "N", "C", "C", "C", "O", "O", "H", "H", "H", "S", "C", "C", "C", "C", "C", "C", "H", "H", "H", "H", "H", "C", "C", "C", "C", "O", "Si", "S", "O", "C", "C", "C", "C", "O", "C", "C", "C", "C", "H", "H", "H", "H", "H", "H", "H", "H", "H", "H", "H", "H", "H", "H", "H", "H", "H", "H", "H", "H", "H", "H", "H", "H", "H", "H", "H"],
  "xyz": [[0.109, 1.021, -0.382], [4.434, 5.144, 3.151], [3.203, 5.257, 3.264], [2.505, 5.991, 3.985], [2.385, 4.289, 2.358], [0.995, 4.301, 2.392], [0.279, 3.442, 1.584], [0.885, 2.611, 0.731], [2.228, 2.598, 0.691], [3.012, 3.393, 1.500], [2.800, 1.597, -0.282], [3.975, 1.333, -0.320], [1.875, 1.033, -1.060], [0.505, 4.990, 3.066], [-0.803, 3.410, 1.596], [4.091, 3.340, 1.463], [-1.683, 2.074, -1.399], [-1.427, 3.820, -1.198], [-2.420, 4.596, -0.605], [-2.216, 5.952, -0.390], [-1.023, 6.550, -0.767], [-0.042, 5.786, -1.385], [-0.247, 4.435, -1.611], [-3.341, 4.121, -0.291], [-2.990, 6.540, 0.088], [-0.852, 7.601, -0.572], [0.896, 6.241, -1.679], [0.525, 3.840, -2.086], [-2.970, -2.605, 2.258], [-2.811, -2.751, 0.750], [-3.386, -1.536, 0.028], [-3.483, -4.029, 0.265], [-1.413, -2.920, 0.449], [-0.233, -1.808, 0.242], [-0.213, -0.210, 1.577], [-0.395, -0.964, -1.211], [-0.216, -1.505, -2.568], [1.257, -1.434, -2.939], [-1.054, -0.640, -3.493], [-0.712, -2.945, -2.611], [1.149, -2.637, 0.064], [1.924, -3.491, 0.915], [1.352, -4.900, 0.818], [1.883, -2.991, 2.353], [3.342, -3.434, 0.369], [-4.027, -2.523, 2.518], [-2.453, -1.712, 2.609], [-2.552, -3.477, 2.766], [-4.460, -1.470, 0.211], [-3.224, -1.615, -1.048], [-2.919, -0.615, 0.380], [-4.544, -4.023, 0.518], [-3.013, -4.894, 0.733], [-3.380, -4.123, -0.817], [1.615, -0.406, -2.915], [1.396, -1.834, -3.945], [1.852, -2.016, -2.237], [-0.710, 0.393, -3.477], [-2.102, -0.656, -3.188], [-0.980, -1.018, -4.513], [-0.133, -3.585, -1.944], [-0.603, -3.319, -3.629], [-1.763, -3.006, -2.330], [0.315, -4.910, 1.156], [1.934, -5.590, 1.432], [1.379, -5.246, -0.217], [0.867, -3.035, 2.752], [2.228, -1.959, 2.410], [2.525, -3.612, 2.980], [3.353, -3.762, -0.672], [4.004, -4.081, 0.947], [3.718, -2.411, 0.415]],
  "lowdin_spin": [1.9762, 0.0010, 0.0010, 0.0009, 0.0107, -0.0011, 0.0107, -0.0004, 0.0099, -0.0014, 0.0054, -0.0011, 0.0033, -0.0003, 0.0009, -0.0002, -0.0273, 0.0075, -0.0026, 0.0009, -0.0035, 0.0006, -0.0017, -0.0003, 0.0002, -0.0002, 0.0001, 0.0004, -0.0006, 0.0000, 0.0001, 0.0001, 0.0016, 0.0046, -0.0190, 0.0193, 0.0021, 0.0004, 0.0011, -0.0001, 0.0012, 0.0000, 0.0000, -0.0006, 0.0000, 0.0000, -0.0006, 0.0000, 0.0000, 0.0000, 0.0002, 0.0000, 0.0000, 0.0000, 0.0002, 0.0000, 0.0001, 0.0008, 0.0000, 0.0000, 0.0000, 0.0000, 0.0000, 0.0000, 0.0000, 0.0000, -0.0003, -0.0002, 0.0000, 0.0000, 0.0000, 0.0000],
  "e_lumo_ev": [2.141, 2.157],
  "charge": -1,
  "gap_ev": [7.55, 7.57],
  "e_tot_ha": -3585.39357,
  "spin_multiplicity": 3
}

{
  "formula": "C29H23BrCl2N8O3Ti",
  "method": "the ωB97M-V functional and the def2-TZVPD basis",
  "elements": ["Ti", "Cl", "C", "C", "C", "N", "C", "O", "C", "C", "C", "C", "C", "N", "C", "C", "C", "Cl", "N", "C", "O", "C", "C", "C", "C", "C", "N", "H", "H", "H", "H", "H", "H", "H", "H", "H", "H", "C", "C", "C", "C", "C", "Br", "N", "C", "H", "H", "H", "H", "H", "H", "C", "N", "C", "C", "C", "N", "C", "O", "N", "H", "H", "H", "H", "H", "H", "H"],
  "xyz": [[-0.314, 0.057, 0.297], [3.372, -1.799, -5.346], [2.352, -1.882, -3.940], [2.083, -0.694, -3.262], [1.270, -0.707, -2.141], [0.804, 0.429, -1.434], [1.266, 1.643, -1.743], [2.269, 1.951, -2.399], [0.366, 2.753, -1.263], [0.685, 4.080, -1.495], [-0.240, 5.042, -1.129], [-1.441, 4.644, -0.558], [-1.656, 3.294, -0.335], [-0.767, 2.370, -0.679], [0.758, -1.932, -1.680], [1.021, -3.106, -2.362], [1.822, -3.074, -3.502], [2.128, -4.571, -4.328], [-0.014, -1.856, -0.499], [-0.483, -2.948, 0.098], [-0.459, -4.131, -0.234], [-1.128, -2.638, 1.442], [-1.681, -3.648, 2.210], [-2.202, -3.303, 3.445], [-2.161, -1.982, 3.865], [-1.609, -1.030, 3.026], [-1.102, -1.371, 1.837], [2.511, 0.224, -3.622], [1.630, 4.315, -1.963], [-0.031, 6.091, -1.292], [-2.199, 5.361, -0.276], [-2.558, 2.945, 0.151], [0.619, -4.042, -2.017], [-1.669, -4.653, 1.816], [-2.639, -4.065, 4.079], [-2.554, -1.675, 4.824], [-1.551, 0.022, 3.271], [-5.596, -0.382, -2.291], [-4.457, -0.082, -1.358], [-4.680, 0.451, -0.079], [-3.630, 0.706, 0.783], [-2.351, 0.430, 0.313], [0.058, 1.834, 2.150], [-2.151, -0.081, -0.876], [-3.150, -0.345, -1.720], [-6.500, 0.144, -1.985], [-5.825, -1.449, -2.312], [-5.364, -0.077, -3.311], [-5.700, 0.660, 0.226], [-3.789, 1.112, 1.774], [-2.887, -0.767, -2.684], [2.747, -0.998, 3.577], [3.322, -0.191, 2.505], [4.539, 0.406, 2.615], [5.028, 1.214, 1.652], [4.176, 1.431, 0.521], [2.998, 0.844, 0.417], [2.572, 0.010, 1.368], [1.478, -0.593, 1.279], [4.509, 2.263, -0.471], [3.481, -1.072, 4.376], [2.500, -1.989, 3.204], [1.842, -0.514, 3.940], [5.078, 0.195, 3.528], [5.995, 1.679, 1.757], [5.411, 2.697, -0.515], [3.850, 2.358, -1.244]],
  "nbo_charge": [1.3467, -0.0003, -0.0585, -0.2489, 0.1258, -0.6513, 0.6694, -0.6929, 0.1395, -0.2113, -0.1567, -0.2370, 0.0668, -0.4082, 0.2036, -0.2636, -0.0743, 0.0048, -0.6585, 0.6235, -0.6461, 0.1631, -0.2133, -0.1493, -0.2575, 0.0658, -0.4410, 0.2650, 0.2430, 0.2187, 0.2208, 0.2082, 0.2737, 0.2572, 0.2212, 0.2261, 0.2397, -0.6323, -0.0503, -0.1553, -0.2745, 0.0202, -0.4576, -0.4428, 0.0563, 0.2174, 0.2279, 0.2258, 0.2144, 0.2262, 0.2086, -0.3966, -0.3909, 0.1186, -0.3750, 0.4732, -0.5538, 0.8101, -0.6750, -0.7599, 0.2021, 0.2268, 0.2321, 0.2144, 0.2320, 0.3938, 0.4500],
  "e_lumo_ev": -0.283,
  "charge": 0,
  "gap_ev": 6.81,
  "e_tot_ha": -6126.80107
}